# C4H5NO3

One molecule with the formula C4H5NO3 in a non-equilibrium geometry (the ωB97M-V functional and the def2-TZVPD basis, the OMol25 dataset).

Properties
Orbital gap (Eh): 0.35622
Energy relative to the best compared isomer or geometry (same formula, charge and spin) (eV): 8.225
Multiplicity: 1
M (g/mol): 115.088

Bonds (Å) are listed after each position.
Positions of all 13 atoms, in Å:
1 O 2.165 -1.035 0.120  C2 1.214
2 C 1.317 -0.184 0.298  O1 1.214, N3 1.415, C7 1.478
3 N 1.101 1.210 0.407  C2 1.415, O4 1.504, H9 1.068
4 O -0.203 1.585 -0.244  N3 1.504, C5 1.456
5 C -0.519 0.292 -0.835  O4 1.456, C6 1.543, C7 1.497, H10 1.176
6 C -1.218 -0.988 -0.333  C5 1.543, C7 1.411, H11 1.063, H12 1.100
7 C -0.131 -0.464 0.398  C2 1.478, C5 1.497, C6 1.411, O8 1.393
8 O -0.777 -0.038 1.557  C7 1.393, H13 0.877
9 H 1.837 1.739 -0.157  N3 1.068
10 H 0.248 -0.192 -1.583  C5 1.176
11 H -0.939 -1.600 -1.156  C6 1.063
12 H -2.172 -1.132 0.194  C6 1.100
13 H -0.710 0.807 1.333  O8 0.877